(1)
Molecular formula: C5H16NO
Method: DFT, the ωB97M-V functional and the def2-TZVPD basis

The geometry in XYZ format:
```
23
Properties=species:S:1:pos:R:3
H 0.32729 1.40911 -0.27559
H -2.73230 1.14932 -0.28198
H 1.65250 -0.05394 -0.18603
H -1.38469 -0.87137 -1.31391
H -0.09965 1.01173 -3.30897
H -1.60983 1.62616 -2.99977
N 1.47446 -0.59620 0.61680
C -0.05409 -0.36965 0.90252
H 3.10154 -1.74384 3.97535
H -0.38183 -1.39679 0.68844
C -0.50994 0.71099 -0.13098
H -0.17549 -0.13042 1.89700
H -1.81979 2.56538 0.28100
H 0.29193 -0.66574 -1.58260
H -1.91041 1.52507 1.42424
H 2.46429 -2.60222 2.74328
O 2.47400 -1.65803 3.14297
C -0.95779 0.69129 -2.80703
H 2.12777 -0.35438 1.40380
C -1.79478 1.47829 0.32191
C -0.60679 -0.04635 -1.52467
H -1.48722 -0.05221 -3.37669
H 1.61082 -1.62619 0.39090
```

Calculated values
Highest occupied orbital energy (alpha / beta): -18.4 / -18.4 eV
Spin multiplicity: 2
⟨S²⟩: 0.753
Total charge: +2
Gap between HOMO and LUMO (alpha / beta): 11.39 / 3.81 eV

(2)
Molecular formula: C50H44Cl3N7O9S3Sn
Method: DFT, the ωB97M-V functional and the def2-TZVPD basis

The geometry in XYZ format:
```
117
Properties=species:S:1:pos:R:3
H 6.99286 -0.43492 0.80331
C 0.11018 1.66882 -3.16744
C 3.55951 5.60517 1.14923
H 2.19966 -4.74011 3.71552
C 5.09957 0.44656 1.28463
C 0.54467 -2.60156 -3.11453
H -1.01907 -1.53474 1.74014
H -6.57738 0.31889 -2.72668
C 1.14755 1.38989 5.72050
H 6.00264 -2.40994 -0.30733
Cl -2.49827 6.49871 -3.25825
H 0.86456 2.40715 -2.92589
H -5.84885 -3.89965 -2.45131
H -1.63837 -4.50993 -0.28688
C -1.49016 0.06558 -2.41425
C -5.91658 -0.50743 -2.49837
N 1.22075 -1.60058 -0.84130
C -5.33658 2.67311 1.13744
C -1.83950 -0.23999 -3.72766
O -0.70722 6.50221 3.51011
C 0.90309 -6.75214 -0.01101
C 1.00470 -2.24983 1.77488
H -0.56031 -4.15848 -5.89454
C 1.14682 -2.85580 -5.78547
C 0.38107 -4.18800 -0.86916
C -0.33630 -2.27756 2.14646
C 3.71718 0.32128 1.22552
H -7.36759 -2.01960 -2.96644
O -2.51882 0.48789 2.74337
O -1.42059 3.24754 -1.57698
H -0.18460 -4.83584 4.36204
H -3.52312 -3.43501 -1.68886
N -1.36830 1.24724 2.97578
C -0.65383 -4.95191 -0.36067
C -6.35576 -1.82040 -2.63349
H -2.59990 -0.97843 -3.94378
H 2.06022 1.98012 5.75212
H 4.54373 5.55974 0.70622
O 2.10122 2.60542 -0.19999
H -1.80253 -3.24016 3.36424
C -1.65894 3.90124 -2.62038
H 2.20174 -1.26529 -2.97191
O -1.09588 4.59138 2.38761
N 0.71892 0.33407 1.07772
H -0.55850 -0.83327 5.19870
S 1.39099 -0.86869 0.67736
C -3.78821 -1.31437 -1.78082
H 1.11109 -7.75519 0.34041
C 1.02872 5.61074 2.18021
H 0.23585 1.92731 -5.29040
H 5.52396 1.32940 1.74500
Cl -3.68899 3.17099 0.84049
C 3.17960 -0.80149 0.61885
C -5.50402 -2.87780 -2.34463
C -1.28396 5.39393 -2.50826
C -0.39683 5.57443 2.75356
H 2.97046 -3.07632 2.06107
H -1.48100 0.42762 6.01820
O 3.99943 3.62902 -0.82161
H -1.18381 5.67740 -1.46610
C -0.76175 -3.22309 3.06537
O 4.14457 7.48452 2.46858
H 3.06970 1.09672 1.62069
C 2.94773 3.53785 -0.17326
H -1.11202 -3.90927 -3.48426
O 2.18684 2.96635 3.79977
H 2.75373 -1.48824 -5.39602
S 0.10275 -2.49540 -1.38390
H -1.18068 -6.84538 0.49116
H -0.24551 1.22917 -1.10527
H -1.48530 0.21716 -5.78613
H 2.93720 -6.37016 -0.58746
C 3.20343 6.56342 2.08057
H 2.45708 -4.06080 -1.36857
C 0.48162 1.66409 4.40268
C 1.67190 -4.68533 -0.96171
C -0.77516 0.97990 4.07488
N 1.03675 2.45245 3.51769
C 5.91528 -0.53915 0.75121
C 1.92338 -2.04165 -4.97679
H -4.26232 0.78216 -1.97087
C -4.20532 -2.62705 -1.91835
C 5.36088 -1.65385 0.12928
N -2.35374 -0.32752 0.30198
H -5.99815 3.27983 0.53062
C 1.92440 -3.12456 2.33401
Sn -0.19001 2.73315 1.01360
H 1.40616 0.33146 5.83901
C -0.25221 -3.40874 -3.91480
C 0.05727 -3.53918 -5.25626
C 0.14690 -4.11439 3.62443
C 1.62900 -1.91071 -3.62482
H -2.21828 -0.47641 4.67938
H 1.58996 7.30151 3.33636
C -0.38393 -6.24364 0.07294
H 3.53174 -2.62652 -0.45244
Cl -5.65137 0.96586 0.70323
C 1.92310 6.57686 2.60236
O -2.08312 3.48329 -3.71368
C -1.21050 0.43344 -4.76067
C -4.62790 -0.24172 -2.06375
N 1.36793 4.68302 1.28714
H 3.75250 8.01523 3.16993
C 1.93078 -5.97548 -0.53159
N -1.40446 -2.35918 -1.20099
C -0.24099 1.39072 -4.47806
C 3.98318 -1.78539 0.05554
C -1.29486 -0.04047 5.04911
C -0.52099 1.00306 -2.12468
H -2.59064 0.53663 1.77221
H -0.34866 5.56735 -3.03693
C 2.60628 4.66947 0.79236
H -5.54998 2.78104 2.19428
S -2.23118 -0.83276 -1.03740
H 1.38059 -2.95043 -6.83875
C 1.48634 -4.06120 3.26355
H 0.51310 1.67351 6.56714
```

Calculated values
Highest occupied orbital energy: -1.7 eV
Spin multiplicity: 1
Total charge: -2
Gap between HOMO and LUMO: 4.84 eV

(3)
Molecular formula: C5H13NS2
Method: DFT, the ωB97M-V functional and the def2-TZVPD basis

The geometry in XYZ format:
```
21
Properties=species:S:1:pos:R:3
C -0.32761 0.74218 0.59066
H -1.05986 2.82092 0.36313
S 0.47602 -3.86902 -0.45183
H -1.14533 0.43475 -0.06499
H 0.18536 4.77951 0.82605
H -0.55305 -2.02328 0.74881
H -0.20635 -1.16446 -1.78063
C -0.04381 -1.84460 -2.61148
H -0.66992 -1.54333 -3.45010
C 0.89118 2.88982 1.02501
C -0.53577 -3.10845 0.82898
H 1.82175 2.36430 1.21979
S -0.60715 -3.50978 -2.14282
H 1.00196 -1.87588 -2.90671
H -1.55654 -3.48444 0.84593
H -0.07022 -3.35169 1.78302
H -0.59516 0.34869 1.57506
N 1.04304 4.27845 1.00320
C -0.17535 2.23305 0.58370
H 0.55993 0.20491 0.25071
H 1.56690 4.67836 1.76450
```

Calculated values
Highest occupied orbital energy: -8.2 eV
Spin multiplicity: 1
SMILES: C/C=C/N.CSSC
Gap between HOMO and LUMO: 9.03 eV

(4)
Molecular formula: C3H5NS2
Method: DFT, the ωB97M-V functional and the def2-TZVPD basis

The geometry in XYZ format:
```
11
Properties=species:S:1:pos:R:3
C 1.03104 0.62824 -1.20465
H -1.15382 0.96133 -0.97678
H 0.92613 1.56696 -1.69301
H -0.27922 -1.62228 0.55837
S 0.10434 -0.76256 -1.83407
C -0.21915 0.40660 -0.42819
S -1.15887 1.44738 1.84062
H 2.07397 0.01460 -0.95318
H -0.61195 -1.72193 2.29216
N -0.13388 -1.08336 1.39726
C -0.57860 0.16502 1.00146
```

Calculated values
Highest occupied orbital energy: -8.7 eV
Spin multiplicity: 1
SMILES: NC(=S)[C@H]1CS1
Gap between HOMO and LUMO: 8.73 eV

(5)
Molecular formula: C5H8N2
Method: DFT, the ωB97M-V functional and the def2-TZVPD basis

The geometry in XYZ format:
```
15
Properties=species:S:1:pos:R:3
C -0.55371 -0.84744 0.40431
H -1.46647 2.06251 -0.93184
H 2.60688 -0.34900 0.01045
H -1.31571 -1.38544 -0.16289
N 0.97673 -2.64472 1.25620
C 0.21240 -1.77112 1.21170
C 0.47768 -0.08498 -0.37790
H -2.61788 1.28163 0.17429
H 2.06027 1.31873 -0.22489
N -0.62682 0.59088 0.27038
H 1.73630 0.48540 1.30530
H -2.07322 0.43350 -1.30292
C -1.76153 1.10535 -0.48914
C 1.79771 0.35009 0.21967
H 0.54740 -0.54539 -1.36272
```

Calculated values
Highest occupied orbital energy: -9.5 eV
Spin multiplicity: 1
SMILES: C[C@H]1[C@@H](C#N)N1C
Gap between HOMO and LUMO: 10.40 eV

(6)
Molecular formula: C37H81N2O14
Method: DFT, the ωB97M-V functional and the def2-TZVPD basis

The geometry in XYZ format:
```
134
Properties=species:S:1:pos:R:3
C 4.33395 -1.76492 -1.90046
C -6.16011 1.98245 0.29451
H 0.47143 -4.11268 7.16561
H 3.05602 1.56467 2.49494
H -0.59449 3.37747 -3.36645
H 0.35685 0.00713 3.86425
H -1.24536 5.86390 -3.09275
O -2.24128 3.67789 -6.76035
H 1.74984 -0.84248 3.14567
H 5.68919 -0.16751 -1.40794
H -1.96199 5.70234 -0.50229
C 2.49815 2.36901 2.98921
C 1.14973 -0.72488 4.05129
H 0.38409 -4.38959 2.16494
C -4.63475 2.09838 -1.55870
H -5.37382 4.74468 -0.81194
C -1.57083 -3.51605 7.22761
O 0.59818 -1.96328 4.47211
C -0.50753 -4.55776 6.96561
O 0.52498 2.01627 0.53111
H 5.13756 0.68710 -3.62047
C 3.22798 -3.31511 3.15468
C -3.61492 -4.41826 8.02737
O 0.86295 3.05695 -1.43001
C 2.60325 -5.46318 -0.29362
C -2.68902 1.24016 -8.85828
C -3.53705 4.48015 0.16174
H 0.91594 -3.27959 -0.37459
H 3.54656 -5.33111 0.24489
O 3.50962 4.86718 4.81862
H 3.00004 -2.92623 4.14927
C 1.15617 -3.86417 -1.27117
H -0.40171 2.87525 -6.44433
H 1.17922 -4.48173 3.74497
C -1.92553 5.01219 -3.04512
H -3.76596 4.94917 -7.21972
H -0.90785 -3.16229 3.81997
H -4.47826 -4.96764 7.65545
H -2.45987 1.27289 -7.79013
H -0.53071 -4.86014 5.91257
H -2.42296 4.96780 -8.37323
H 1.91216 5.96429 5.55619
C 0.56326 0.66253 -1.44347
H -5.51185 4.27418 0.73942
H 0.40853 -6.81411 -3.41588
H 3.46762 -6.81152 -1.72816
H -3.51046 4.86575 1.18000
H -6.65816 2.42807 1.14816
H 1.47517 2.35670 2.62980
C -6.40787 0.66988 -0.06236
H -3.56033 0.59686 -9.01984
H 3.98845 -2.68778 2.69233
H -7.10406 0.05771 0.49239
H 3.62046 -4.33367 3.24690
H -0.27491 -2.04784 2.59523
H 2.95411 3.32904 2.73476
H -4.43269 3.88343 -9.29740
C 5.71255 -1.14529 -1.90096
O 2.08910 -3.29095 2.31106
C -3.79115 3.32805 -8.60677
H -1.52797 -3.19277 8.27238
C -0.87131 3.59042 -7.11859
C -5.25843 2.69580 -0.47491
H -3.91851 2.64489 -2.15671
H -0.57970 -7.28836 6.48780
O 2.47291 -4.37095 -1.19008
H 2.47638 -2.24175 -3.90020
H 4.35676 -2.75319 -2.36527
H 2.57557 -0.53171 -4.37837
C 2.63709 -6.79098 -1.01534
C 3.67447 2.45489 5.05829
H -0.48419 0.49893 -1.70312
C -1.19035 3.76655 -2.53794
H 3.83313 1.68028 5.81551
H -4.43266 2.69622 -7.98316
O 3.37717 -0.93899 -2.55727
H -0.74656 3.24208 -8.14514
O -2.91649 2.53460 -9.38498
N -4.98387 4.10436 -0.11637
H 1.78469 -0.34741 4.84772
C 3.10781 -1.34584 -3.88558
H 1.11094 -3.20788 -2.14053
N -4.87675 0.84199 -1.90193
H 4.56390 3.94810 6.29443
C 0.91895 -3.80694 2.92320
H 0.22385 5.00706 -1.44874
C 2.19191 5.36026 4.68579
H 1.87825 -5.82621 -3.27759
H 6.87104 0.94871 -3.29733
H 6.35445 0.19738 -4.81959
H 4.02654 -1.55090 -4.43867
C -3.01182 5.57800 -0.75935
H 1.79418 -5.44825 0.44185
H -3.02560 -5.07433 8.67164
H -2.93746 3.57271 0.15731
C 1.43829 -6.80324 -3.06219
H -3.99919 4.68945 -2.52247
C -0.19975 4.00350 -1.40012
H -2.22689 4.80732 -4.07528
H -1.52837 -7.50263 7.97272
H 4.51448 2.42003 4.35743
C -1.26336 -6.79584 7.18845
C -3.19650 5.39239 -2.27776
H -3.50423 6.50625 -0.45837
O 2.45979 2.15715 4.39031
C -5.74813 0.15061 -1.17301
H 1.15037 0.75255 -2.35418
H 2.17062 5.99364 3.79999
H -5.93411 -0.87099 -1.47770
H -1.36756 -2.64791 6.59308
H 2.80600 3.82544 6.46686
H -2.17040 -6.50027 6.65555
H -1.88614 2.96670 -2.27381
O -0.63675 -5.68947 7.80864
O -2.87165 -3.98417 6.90317
C 0.64664 1.93776 -0.66029
C 3.62929 3.80091 5.74568
H -0.37647 4.56124 -7.00639
C 6.14028 0.27302 -3.75487
H 0.42136 -4.66463 -1.38934
H -3.96799 -3.56293 8.61386
H -0.69098 3.92305 -0.42525
H 4.00024 -1.89395 -0.86719
O 1.41172 -7.06984 -1.67281
H 1.46832 4.55015 4.56358
C -3.04077 4.31942 -7.74509
H -3.53958 6.35149 -2.66927
H 0.95339 -0.16011 -0.85209
C 0.00676 -2.70828 3.42291
H 6.38451 -1.79470 -1.33198
O 6.24674 -1.02738 -3.20892
H 2.00172 -7.57528 -3.59687
H 2.80210 -7.58466 -0.28071
H -1.83985 0.81770 -9.39172
```

Calculated values
Highest occupied orbital energy: -10.3 eV
Spin multiplicity: 1
Total charge: +1
Gap between HOMO and LUMO: 7.25 eV

(7)
Molecular formula: C29H22N2O5PbS
Method: DFT, the ωB97M-V functional and the def2-TZVPD basis

The geometry in XYZ format:
```
60
Properties=species:S:1:pos:R:3
O 3.60595 -1.81323 -0.20583
H -1.66759 -1.88989 4.94341
C 5.60172 2.69831 -0.91479
H -0.32015 -3.42955 6.31944
H 7.50395 2.69481 -1.90409
H -4.07452 -4.34832 1.72882
H -0.10986 -1.26425 0.86757
C -4.88124 -2.41752 1.26728
H -5.41296 -0.36523 0.92149
H 5.55750 3.77589 -0.83313
C 2.45650 -0.26950 -2.94799
C 0.06270 -3.08571 5.36736
C -2.44168 -1.41671 2.16987
C 6.75704 0.70790 -1.61425
H -1.68623 1.51512 -4.76036
C -0.70117 -2.22905 4.59767
C -1.31181 1.43103 -3.74740
C -1.28035 0.50475 3.34996
C -1.53305 1.69903 -1.39023
H -1.92253 -3.46728 2.52374
C -2.68184 -2.78260 2.17006
H 1.46792 -1.82490 2.01618
H 3.71616 2.40101 0.05473
N 1.95621 0.10174 -0.55558
H 0.47123 0.52683 -5.60750
H 2.77787 -3.33989 3.36343
H 2.65966 -0.48482 -5.07439
C -4.64565 -1.04748 1.26362
Pb 0.87486 1.46637 1.14888
C 4.63164 0.54428 -0.52560
N -0.33160 1.22979 -1.15857
C -3.89950 -3.28062 1.71999
C 1.31591 -3.49977 4.92867
H -5.83104 -2.80588 0.92377
C 1.03229 -2.18133 2.93888
O -0.66580 1.52882 2.87884
C -2.07702 1.81528 -2.68348
C 5.72059 -0.07223 -1.11919
O 3.10496 -0.09060 1.50720
O -0.44806 -0.46703 1.30049
C 0.81207 0.43907 -4.58457
H -3.07489 2.20834 -2.81118
C 1.68340 0.18064 -1.90270
C 2.01888 -0.12148 -4.28133
C 6.69665 2.08882 -1.51527
C -3.43517 -0.55304 1.71172
C -1.09466 -0.83117 2.55885
H 5.74787 -1.15112 -1.18516
H -2.11006 2.01438 -0.52716
H 7.61131 0.23278 -2.07706
H -3.26237 0.51661 1.72620
H 3.39560 -0.76876 -2.75622
C 1.79924 -3.04398 3.71675
O -1.97359 0.46264 4.34584
C -0.02170 0.89614 -3.53450
H 1.91081 -4.16845 5.53713
C -0.22103 -1.77365 3.36809
C 4.56716 1.92547 -0.41759
C 0.42575 0.79566 -2.20384
S 3.29420 -0.44184 0.09655
```

Calculated values
Highest occupied orbital energy: -8.3 eV
Spin multiplicity: 1
Gap between HOMO and LUMO: 7.88 eV

(8)
Molecular formula: C2H3F2IO3S
Method: DFT, the ωB97M-V functional and the def2-TZVPD basis

The geometry in XYZ format:
```
12
Properties=species:S:1:pos:R:3
F -0.28299 -0.49602 -1.42623
H 2.43406 0.30761 -0.00721
H 1.18832 -0.77513 0.75259
C 1.63533 -0.32505 -0.12053
O -2.30682 0.78008 0.18485
H 2.00184 -1.16105 -0.81759
I -2.75984 -1.20531 0.08844
S -0.78810 0.91064 0.87790
O -0.37270 2.25330 1.19230
C 0.43224 0.37700 -0.60287
F 0.58532 1.40581 -1.38789
O -1.76667 -2.07188 1.26623
```

Calculated values
Highest occupied orbital energy: -9.3 eV
Spin multiplicity: 1
Gap between HOMO and LUMO: 7.80 eV

| no. | calculated total energy (Eh) |
| --- | --- |
| 1 | -329.260230 |
| 2 | -5781.384838 |
| 3 | -1049.409437 |
| 4 | -968.340405 |
| 5 | -304.730939 |
| 6 | -2620.725205 |
| 7 | -2195.117691 |
| 8 | -1199.144508 |